1 | 11
Properties=species:S:1:pos:R:3:nbo_charge:R:1 method="wB97M-V/def2-TZVPD" homo_energy_ha=-0.337 smiles="C=C=N.C=NF" homo_lumo_gap_ev=9.95
C -1.27210 0.37296 -1.15861 -0.6444
C -1.38753 -0.40184 -0.08371 0.4285
N -1.15844 -1.17860 0.80107 -0.6591
H -0.46790 1.17398 -1.35201 0.2774
H -2.08354 0.25150 -1.92760 0.2469
H -1.68140 -1.05138 1.73648 0.3864
C 1.12936 -0.49718 1.09704 -0.1193
N 1.56276 -0.00870 0.03881 -0.0322
F 1.98364 -1.14776 -0.81980 -0.3244
H 0.84768 0.37352 1.67267 0.2060
H 1.08139 -1.51304 1.54860 0.2342

2 | 11
Properties=species:S:1:pos:R:3:nbo_charge:R:1 method="wB97M-V/def2-TZVPD" homo_energy_ha=-0.357 homo_lumo_gap_ev=9.43
C -0.00195 1.59850 -0.65264 -0.6596
C -0.20129 0.27492 -0.03355 -0.0683
C 0.77861 -0.57847 0.26799 -0.1390
N 0.61163 -1.71984 0.91190 -0.1779
N -0.30837 -2.52961 1.16464 0.2498
F -1.56875 -2.25096 0.52411 -0.3338
H -0.81623 1.67238 -1.42740 0.2319
H -0.09034 2.09475 0.27250 0.2421
H 0.95998 1.84715 -1.04614 0.2220
H -1.20554 -0.02940 -0.04270 0.2243
H 1.84225 -0.37941 0.06129 0.2087

3 | 11
Properties=species:S:1:pos:R:3:nbo_charge:R:1 method="wB97M-V/def2-TZVPD" homo_energy_ha=-0.335 smiles="F[C@H]1C=NNC1" homo_lumo_gap_ev=10.08
F 1.87218 0.15942 -0.80310 -0.3653
C 0.92890 0.17469 0.23570 0.1351
C -0.02161 1.34212 0.04450 -0.0531
N -1.15341 0.99174 -0.42257 -0.1776
N -1.15390 -0.37006 -0.64852 -0.4456
C -0.05429 -0.98210 0.08963 -0.2872
H 1.47561 0.16844 1.17946 0.1822
H 0.22062 2.37482 0.21475 0.2057
H -2.11717 -0.72689 -0.52368 0.3785
H -0.37650 -1.31088 1.09145 0.1972
H 0.37957 -1.82130 -0.45762 0.2300

The winner here is 3, beating the second structure by 274.6 kJ/mol.

1 | 8
Properties=species:S:1:pos:R:3:nbo_charge:R:1 method="wB97M-V/def2-TZVPD" homo_energy_ha=-0.365 homo_lumo_gap_ev=9.00
O -2.28538 -1.24518 -0.20697 -0.2276
N -1.16547 -0.85019 -0.00211 0.2809
O -0.57884 -0.24595 -1.20031 -0.2352
N 0.48707 0.56220 -1.04042 -0.2130
C 0.99212 0.76874 0.11345 0.3638
O 0.69210 0.15681 1.14920 -0.6437
H 1.71028 1.48266 0.17582 0.1768
H 0.14812 -0.62909 1.01133 0.4980

2 | 8
Properties=species:S:1:pos:R:3:nbo_charge:R:1 method="wB97M-V/def2-TZVPD" homo_energy_ha=-0.366 smiles="O=NN=O.C=O" homo_lumo_gap_ev=9.66
O -0.90459 1.58412 1.05687 -0.3729
N -1.46612 0.58799 0.81424 0.3381
N -1.61506 -0.34507 0.16841 0.3679
O -2.20884 -1.30135 -0.13267 -0.3327
C 1.54421 -0.14577 -0.44946 0.2832
O 0.86767 -0.81307 -1.16413 -0.4983
H 1.99672 0.86880 -0.82286 0.1022
H 1.78600 -0.43565 0.52961 0.1126

3 | 8
Properties=species:S:1:pos:R:3:nbo_charge:R:1 method="wB97M-V/def2-TZVPD" homo_energy_ha=-0.409 smiles="O=CN[N+](=O)[O-]" homo_lumo_gap_ev=10.84
O 0.71022 0.90477 1.95110 -0.5064
C 0.32738 0.55107 0.87770 0.5281
N -0.10271 -0.69564 0.50110 -0.5114
N -0.18658 -1.89733 1.20068 0.6422
O -0.10225 -1.95608 2.37584 -0.3098
O -0.56248 -2.83681 0.51515 -0.4113
H 0.05335 1.32624 0.01728 0.1265
H -0.57015 -0.97153 -0.43894 0.4421

4 | 8
Properties=species:S:1:pos:R:3:nbo_charge:R:1 method="wB97M-V/def2-TZVPD" homo_energy_ha=-0.386 smiles="NC(=O)n1oo1" homo_lumo_gap_ev=11.11
N 0.89969 0.09149 -0.58993 -0.7825
C 0.26273 0.61494 0.39126 0.7251
O 0.39548 1.51692 1.14091 -0.5356
N -0.87382 -0.25799 0.76445 0.0282
O -1.20870 -1.36489 0.00821 -0.1453
O -2.01346 -0.19256 -0.02060 -0.1010
H 0.70541 -0.81237 -0.72080 0.3956
H 1.83265 0.40447 -0.97349 0.4155

The winner here is 3, beating the second structure by 124.5 kJ/mol.

1 | 17
Properties=species:S:1:pos:R:3:nbo_charge:R:1 method="wB97M-V/def2-TZVPD" homo_energy_ha=0.016 total_charge=-2 homo_lumo_gap_ev=6.53
C 0.11772 -0.18851 0.53212 -0.4330
C -1.27522 0.37638 0.29623 -0.4332
C -2.36719 -0.30978 1.15756 -0.0155
O -3.63993 0.21479 1.14912 -1.0063
C 1.13777 0.81033 -0.17686 -0.0195
O 2.42915 0.29819 -0.22568 -0.8345
H 0.53620 -0.26373 1.53364 0.1777
H 0.36804 -1.14281 0.04669 0.1898
H -1.50345 0.29480 -0.78913 0.1716
H -1.19997 1.46569 0.36531 0.1698
H -1.92939 -0.22043 2.20618 0.0536
H -2.39040 -1.35745 0.84632 0.0825
H 1.10768 1.73538 0.44746 0.1061
H 0.78429 1.17031 -1.16881 0.1294
H 2.53156 -0.28702 -1.13464 0.5061
H 2.92094 -1.91543 -2.16145 0.4034
O 2.88822 -0.96888 -2.32085 -1.2483

2 | 17
Properties=species:S:1:pos:R:3:nbo_charge:R:1 method="wB97M-V/def2-TZVPD" homo_energy_ha=0.017 total_charge=-2 homo_lumo_gap_ev=6.32
C -0.43246 0.15430 0.10322 -0.4411
C -0.56021 -1.31630 0.42969 -0.4481
C -1.78275 -2.09349 -0.26737 0.0212
O -2.11815 -3.23748 0.33164 -0.9750
C 0.73707 0.94568 0.76277 -0.0131
O 0.83271 2.24707 0.28077 -0.9642
H -1.29049 0.75190 0.36620 0.1757
H -0.27956 0.40783 -0.95517 0.1755
H 0.36008 -1.83714 0.14818 0.1631
H -0.79625 -1.46320 1.48784 0.1785
H -2.56249 -1.27954 -0.32807 0.0449
H -1.45147 -2.15657 -1.34836 0.0380
H 0.57382 0.91487 1.86710 0.0824
H 1.71122 0.43249 0.59004 0.0922
H 2.05868 2.55554 -0.46097 0.5085
H 2.40454 2.26392 -1.96483 0.4355
O 2.73701 2.79883 -1.24104 -1.0739

The winner here is 2, beating the second structure by 18.3 kJ/mol.

1 | 14
Properties=species:S:1:pos:R:3:nbo_charge:R:1 method="wB97M-V/def2-TZVPD" homo_energy_ha=-0.358 smiles="O=C[C@@H]1[C@H]2CN=CN12" homo_lumo_gap_ev=10.68
O -1.44861 -2.93367 -0.05936 -0.5043
C -0.99137 -1.98557 0.49493 0.4362
C -0.48393 -0.70849 -0.23849 -0.2223
C 0.79634 -0.21794 0.36604 -0.0884
C 1.20947 1.08143 -0.46843 -0.2948
N 0.13271 2.03736 -0.64438 -0.3975
C -0.75505 1.46603 0.02288 0.2510
N -0.42158 0.19796 0.83958 -0.4194
H -1.03062 -1.79119 1.65781 0.1310
H -0.73210 -0.28351 -1.19314 0.2333
H 1.55082 -0.89343 0.79631 0.2423
H 2.27467 1.61106 -0.13953 0.2133
H 1.72120 0.71748 -1.42110 0.2166
H -1.82197 1.70249 -0.01313 0.2029

2 | 14
Properties=species:S:1:pos:R:3:nbo_charge:R:1 method="wB97M-V/def2-TZVPD" homo_energy_ha=-0.329 homo_lumo_gap_ev=9.85
H 0.09057 -2.80249 -1.16762 0.3258
N -0.21583 -2.14036 -0.47686 -0.6793
C 0.24568 -0.98806 -0.72142 0.4312
N 1.01981 -0.62900 -1.83542 -0.8271
C -0.11245 0.12330 0.16222 -0.2113
C -0.59019 0.00872 1.50625 -0.2633
C -0.89637 1.26270 1.89104 0.0773
O -0.65769 2.14418 0.87245 -0.3978
C -0.19370 1.44888 -0.15316 0.1260
H 1.68841 0.11098 -1.65710 0.3790
H 1.52580 -1.42782 -2.27052 0.3789
H -0.75519 -0.89088 2.08751 0.2485
H -1.22981 1.75252 2.77869 0.2068
H 0.08096 2.02733 -1.01607 0.2053

3 | 14
Properties=species:S:1:pos:R:3:nbo_charge:R:1 method="wB97M-V/def2-TZVPD" homo_energy_ha=-0.338 homo_lumo_gap_ev=9.28
C 2.38818 -0.47981 0.01722 0.2477
C 0.85957 -0.21529 0.29357 -0.0826
C -0.80538 1.26134 -0.20100 -0.1494
C -1.17148 -0.03293 0.27762 -0.0673
C -0.03788 -0.86875 -0.63309 -0.0763
H 0.73988 -0.42387 1.41001 0.2464
H -1.01746 2.10843 0.74098 0.2199
H -1.25553 1.77799 -1.32893 0.2400
H -1.18345 -0.03381 1.28181 0.1888
H -1.51189 -2.16143 0.44856 0.4083
H -0.04400 -0.69423 -1.69216 0.2326
N 3.58549 -0.23081 -0.15186 -0.3072
N -1.34015 -1.27391 -0.23875 -0.5588
O 0.79410 1.26707 -0.22399 -0.5421

The winner here is 2, beating the second structure by 340.3 kJ/mol.

1 | 14
Properties=species:S:1:pos:R:3:nbo_charge:R:1 method="wB97M-V/def2-TZVPD" homo_energy_ha=-0.326 homo_lumo_gap_ev=9.15
C 0.61118 -0.97727 -2.17659 -0.2215
C 0.15172 -0.55579 -1.08088 -0.0347
C -0.20975 -0.10870 0.29841 -0.2771
C -1.28338 0.26399 0.93800 0.0600
N -2.43958 0.38184 0.11517 -0.7838
C 1.12824 0.52227 0.96791 0.6986
N 2.19715 -0.24629 0.42560 -0.8481
O 1.24209 1.21725 1.87323 -0.5714
H 0.80943 -1.51542 -2.99442 0.2281
H -1.23826 0.95354 1.70936 0.2293
H -3.31376 0.50355 0.55429 0.3707
H -2.59161 -0.65001 -0.58523 0.3750
H 1.87543 -0.35619 -0.62758 0.4036
H 3.06110 0.56723 0.58271 0.3712

2 | 14
Properties=species:S:1:pos:R:3:nbo_charge:R:1 method="wB97M-V/def2-TZVPD" homo_energy_ha=-0.321 smiles="C=N/C(C)=C(/O)C#N" homo_lumo_gap_ev=9.04
C -1.02971 1.91222 -0.15897 0.0076
N -0.48943 1.06125 0.63775 -0.4361
C 0.43596 0.00534 0.09793 0.1424
C 1.90884 0.21469 0.18115 -0.6562
C -0.23972 -1.14865 0.05646 0.1433
O 0.23629 -2.33316 -0.44659 -0.6539
C -1.66814 -0.97565 0.31412 0.2205
N -2.80730 -1.21475 0.19663 -0.3061
H -1.38983 1.66798 -1.17030 0.1546
H -1.29353 2.91314 0.20875 0.1763
H 2.44862 -0.73276 0.07570 0.2411
H 2.18987 0.67360 1.13481 0.2426
H 2.23680 0.88565 -0.61920 0.2268
H -0.53871 -2.92890 -0.50825 0.4971

The winner here is 2, beating the second structure by 210.1 kJ/mol.

1 | 24
Properties=species:S:1:pos:R:3:nbo_charge:R:1 method="wB97M-V/def2-TZVPD" homo_energy_ha=-0.327 smiles="Cc1ccccc1.CC(N)=O" homo_lumo_gap_ev=9.69
C -0.82855 -0.51448 -2.16365 -0.6417
C 0.12893 0.45599 -1.61705 0.0045
C -0.17011 1.80238 -1.31651 -0.2366
C 0.72497 2.52787 -0.51498 -0.2064
C 1.92678 1.94884 -0.10270 -0.2532
C 2.26961 0.68978 -0.56974 -0.1981
C 1.42605 -0.03241 -1.38398 -0.2038
H -0.61182 -1.57049 -2.03831 0.2288
H -0.99528 -0.26847 -3.21229 0.2231
H -1.79518 -0.47976 -1.62460 0.2155
H -1.19960 2.17252 -1.48329 0.2130
H 0.43549 3.47953 -0.06708 0.2125
H 2.43688 2.38962 0.73385 0.2131
H 3.17421 0.27795 -0.11539 0.2177
H 1.84671 -0.86945 -1.80166 0.2122
C -1.62082 -2.15847 2.27306 -0.7301
C -0.33198 -1.50643 1.86661 0.6893
N -0.55962 -0.14354 1.51510 -0.8642
O 0.74323 -1.96777 1.59436 -0.5866
H -1.36762 -3.23067 2.38630 0.2393
H -2.45324 -1.90939 1.60782 0.2347
H -2.00874 -1.88389 3.22649 0.2356
H 0.22626 0.40377 1.26553 0.3981
H -1.39656 0.38697 1.54209 0.3831

2 | 24
Properties=species:S:1:pos:R:3:nbo_charge:R:1 method="wB97M-V/def2-TZVPD" homo_energy_ha=-0.252 smiles=CC(C)N1CCc2ccoc21 homo_lumo_gap_ev=7.78
C -1.22827 -2.31467 -0.15814 -0.6182
C -0.31669 -1.39679 0.65013 -0.0270
C -0.63005 -1.56472 2.20968 -0.6048
N -0.22619 -0.02697 0.23911 -0.4458
C -1.37223 0.90776 -0.25849 -0.2078
C -0.70531 1.98937 -1.13801 -0.4284
C 0.81281 1.66130 -0.98549 -0.1789
C 2.11093 2.10814 -1.36193 -0.3053
C 2.90994 1.24460 -0.72079 0.0592
O 2.24270 0.19219 -0.18328 -0.4138
C 0.94080 0.53219 -0.26243 0.4543
H -1.23326 -3.31940 0.14519 0.2184
H -2.12960 -1.87016 0.02441 0.1940
H -1.00311 -2.40822 -1.32240 0.2051
H 0.73625 -1.82552 0.58578 0.2031
H 0.44196 -1.37882 2.75525 0.2004
H -0.99159 -2.45598 2.58374 0.2053
H -1.25360 -0.80234 2.52295 0.2014
H -1.62667 1.46624 0.66464 0.2086
H -1.96530 0.15468 -0.72952 0.2155
H -0.80426 2.89939 -0.61148 0.2177
H -0.96058 1.88474 -2.19870 0.2195
H 2.24816 3.12824 -1.66309 0.2295
H 4.00318 1.19476 -0.78714 0.1978

3 | 24
Properties=species:S:1:pos:R:3:nbo_charge:R:1 method="wB97M-V/def2-TZVPD" homo_energy_ha=-0.331 smiles="Cc1ccccc1.CC(N)=O" homo_lumo_gap_ev=9.85
C -2.42658 -1.62674 -1.72668 -0.6263
C -1.75467 -1.02278 -0.57447 -0.0226
C -0.44007 -1.25815 -0.22646 -0.2298
C 0.14767 -0.81936 0.95185 -0.1948
C -0.59433 0.11378 1.72386 -0.2404
C -1.86954 0.40979 1.37699 -0.2090
C -2.45737 -0.11614 0.21100 -0.2177
H -3.55426 -1.55401 -1.60442 0.2229
H -1.95011 -2.72564 -1.87644 0.2181
H -2.31737 -1.06077 -2.60403 0.2207
H -0.01278 -2.16460 -0.75584 0.2041
H 1.06365 -1.19579 1.30489 0.2339
H -0.14657 0.34597 2.70341 0.2171
H -2.42987 1.26742 1.89260 0.2144
H -3.35653 0.31073 -0.27360 0.2076
C 1.90460 0.90841 -1.00540 -0.7272
C 2.77394 0.79579 0.24277 0.6933
N 2.92905 1.97881 1.02660 -0.8544
O 3.36979 -0.17707 0.61760 -0.6010
H 2.40965 1.48640 -1.80298 0.2352
H 1.04205 1.39948 -0.62413 0.2352
H 1.65569 -0.16645 -1.38935 0.2530
H 3.28246 2.00434 1.88585 0.3890
H 2.73151 2.86659 0.52640 0.3787

The winner here is 1, beating the second structure by 59.8 kJ/mol.